ORCA calculation (ωB97M-V with the def2-TZVPD basis set) on a cluster of 2 separate species, CH4NOP in total at a distorted geometry.

E_tot: -13922.45734 eV
spin multiplicity: 3
Kohn-Sham gap (alpha / beta): 8.66 / 7.84 eV
ΔE to the lowest compared entry with this formula, charge and spin: 201.2 kJ/mol
expectation value of S²: 2.014

```
8
Properties=species:S:1:pos:R:3:forces:R:3:mulliken_charge:R:1
C 0.88852 0.20631 1.65818 -0.538 -0.587 -3.464 -0.33
N 0.70570 -0.08634 0.41624 -1.771 -3.255 -0.364 0.06
O 0.14530 -1.11449 -0.12770 1.648 2.328 2.440 -0.33
P 0.04030 -0.34109 -2.54370 1.838 0.332 -0.528 -0.07
H 1.30031 1.15369 1.64659 0.995 1.710 1.344 0.29
H 0.53258 -0.43675 2.40311 -0.296 -0.547 1.231 0.30
H -0.84183 -1.25084 -3.07733 -0.449 -0.880 -0.258 0.02
H 1.19181 -1.30258 -2.34346 -1.428 0.898 -0.402 0.05
```
Forces are in eV/Å.

ORCA calculation (ωB97M-V with the def2-TZVPD basis set) on a structure of composition C21H31F5P2Pd at a distorted geometry.

E_tot: -57914.19631 eV
spin multiplicity: 3
Kohn-Sham gap (alpha / beta): 4.88 / 7.26 eV
ΔE to the lowest compared entry with this formula, charge and spin: 516.7 kJ/mol
expectation value of S²: 2.037

```
60
Properties=species:S:1:pos:R:3:forces:R:3:mulliken_charge:R:1
P -1.10674 2.22667 1.61406 1.724 -0.758 -1.156 1.30
P 2.36282 -0.82779 -0.27123 -1.781 2.087 1.446 1.42
C -0.73677 0.08060 0.29655 -0.462 0.174 -0.783 -0.35
C 0.43706 -0.78937 0.13848 0.596 -2.186 0.455 -1.12
H -1.24034 0.37606 -0.67137 0.121 -0.929 0.752 0.44
H -1.49588 -0.07597 1.08450 1.188 -0.163 -0.558 0.83
H 0.38893 -1.45333 1.01497 0.514 -0.265 -0.203 0.11
H 0.14051 -1.33890 -0.74747 0.721 -0.467 0.227 -0.93
C 2.57289 -0.69204 -2.04327 0.386 -0.158 -0.424 -1.32
H 3.63580 -0.45972 -2.17314 -0.138 -0.123 -0.246 0.51
H 1.99491 0.14605 -2.45742 0.015 -0.351 0.164 0.33
H 2.34160 -1.64947 -2.54372 -0.018 0.498 0.235 0.45
C 2.68728 -2.48986 0.28857 0.458 -0.676 -0.051 -1.67
H 2.46462 -3.23075 -0.49328 0.011 0.198 0.331 0.46
H 2.14664 -2.70487 1.21545 0.044 0.030 -0.304 0.43
H 3.75201 -2.50036 0.52030 0.123 -0.305 -0.017 0.47
C -2.10125 3.35423 0.62382 -0.188 0.875 0.467 -1.28
H -1.95213 4.34641 1.07698 -0.498 -0.004 -0.347 0.44
H -3.15598 3.04506 0.68776 0.290 0.332 -0.319 0.32
H -1.69918 3.36881 -0.41251 -0.498 -0.115 0.624 0.29
C -2.15530 1.34652 2.80122 -0.155 0.554 0.550 -1.38
H -1.67179 0.41369 3.13144 -0.204 0.262 -0.239 0.35
H -3.15131 1.15733 2.38409 0.250 -0.090 0.172 0.32
H -2.23847 2.00393 3.67480 -0.331 -0.235 0.056 0.46
Pd 0.28899 1.49548 -0.60367 1.039 2.274 0.153 -0.37
C -1.44407 -2.51465 -1.41548 0.680 0.441 -1.010 0.35
C -1.09363 -1.65732 -2.41056 -0.201 -2.673 0.289 -0.39
C -2.07282 -1.14779 -3.39297 -0.105 0.434 -0.657 -1.09
C -3.30602 -0.49514 -2.77533 -0.291 0.557 -0.389 -0.90
C -3.13052 0.06629 -1.38888 -1.924 -0.153 0.271 0.10
C -3.37256 -0.67102 -0.29762 -1.733 0.755 0.089 -0.11
C -3.73670 -2.12074 -0.25287 0.413 -0.557 -0.143 -1.03
C -2.81938 -2.98605 -1.12317 -0.426 -1.141 -0.373 -1.14
C 0.03126 3.14161 2.65973 0.245 0.269 0.511 -1.29
H -0.71971 -3.03286 -0.78249 0.217 0.487 -0.360 0.49
H -0.06554 -1.58031 -2.75936 0.067 0.227 0.635 0.29
H -2.40922 -1.94719 -4.06446 0.109 -0.107 0.094 0.30
H -1.57190 -0.43330 -4.05346 -0.012 0.029 0.144 0.38
H -3.56565 0.34641 -3.41682 -0.131 0.067 -0.076 0.46
H -4.17258 -1.16562 -2.85552 0.221 0.008 0.414 0.34
H -3.05450 1.16935 -1.33168 0.207 -0.807 0.192 0.35
H -3.56582 -0.21370 0.67588 0.567 0.347 -0.293 0.40
H -4.77046 -2.30913 -0.59346 0.221 0.263 0.285 0.30
H -3.64427 -2.52469 0.77056 -0.232 0.512 -0.245 0.31
H -2.71455 -3.96193 -0.64136 0.013 0.049 0.172 0.52
H -3.31645 -3.26897 -2.04652 -0.180 0.352 -0.425 0.35
H 0.74609 2.43242 3.14586 -0.585 0.550 -0.429 0.30
H -0.57677 3.63575 3.41554 0.365 0.403 0.368 0.45
H 0.60198 3.87096 2.06027 -0.235 -0.317 0.301 0.34
F 3.68816 1.83886 -1.30381 0.102 -0.136 0.730 -0.33
C 4.13239 1.34419 -0.09570 1.810 1.377 0.881 -0.37
C 3.38449 0.36188 0.59103 -1.522 -1.333 -1.465 0.79
C 3.72737 0.00346 1.91437 1.549 0.873 1.177 -0.27
F 2.82878 -0.71849 2.68403 0.447 0.426 -0.422 -0.35
C 4.85069 0.58765 2.50761 -0.847 -0.627 -0.238 0.29
F 5.19838 0.20906 3.76021 -0.055 0.426 -0.360 -0.31
C 5.60509 1.56168 1.82481 -0.194 -0.088 0.653 0.19
F 6.74897 2.04899 2.36343 -0.101 -0.330 -0.158 -0.32
C 5.21512 1.97801 0.54674 -1.487 -0.766 -1.426 0.36
F 5.85541 3.00392 -0.05445 -0.181 -0.278 0.278 -0.30
```
Forces are in eV/Å.

ORCA calculation (ωB97M-V with the def2-TZVPD basis set) on a structure of composition C23H29N3O3S at a distorted geometry.

E_tot: -45752.77888 eV
Kohn-Sham gap: 8.27 eV
ΔE to the lowest compared entry with this formula, charge and spin: 1789.5 kJ/mol

```
59
Properties=species:S:1:pos:R:3:forces:R:3:mulliken_charge:R:1
C -7.90582 -2.88179 0.09873 -3.722 1.390 -3.047 -1.19
C -7.73179 -1.84672 1.11856 -3.278 1.176 4.249 -0.30
C -8.73495 -0.61149 0.90660 -3.670 -8.246 -0.430 -0.92
C -8.45073 0.29241 -0.16167 -3.397 -1.457 -3.456 -0.08
H -8.19223 -0.33544 -1.22370 -0.319 2.304 2.799 0.17
H -9.42199 0.88332 -0.28505 1.301 -0.541 -0.708 0.30
O -7.59231 1.08428 0.49798 6.604 3.011 -2.300 -0.36
C -6.21144 1.02901 -0.01951 -3.452 -1.691 1.414 0.43
C -5.68100 0.06160 -0.82003 4.902 0.321 0.244 -0.57
C -4.22060 -0.07892 -0.88428 -3.466 5.561 2.217 -1.29
C -3.46623 1.06004 -0.20971 2.497 -11.247 -6.462 0.70
C -4.07507 1.92548 0.50446 5.300 2.188 1.504 -0.33
C -5.31167 1.71541 0.65485 -7.644 8.247 6.203 -0.50
H -5.75749 2.72404 1.45260 0.609 -3.527 -2.227 0.09
H -3.36230 2.49856 1.03957 -0.546 1.414 1.145 0.51
C -2.02831 0.66359 -0.32170 4.731 -2.058 -2.668 0.70
O -1.44007 -0.51583 -0.80248 -3.715 5.466 2.626 -0.82
N -1.23040 1.74731 -0.09828 -0.496 3.700 0.528 -0.17
C 0.29490 2.05485 -0.30754 -4.878 -1.399 1.544 0.21
N 0.83777 0.91096 -0.51998 2.108 -4.538 -2.659 -0.04
C 2.18168 0.61700 -0.89386 -0.073 10.515 5.056 0.56
C 2.45556 -0.54737 -1.12777 5.119 -12.145 -5.592 -0.05
C 3.89171 -0.86864 -1.41660 -1.221 -4.069 0.389 -0.67
C 4.84590 -0.02290 -1.02026 2.642 -0.938 -3.625 0.75
C 4.55722 1.35437 -0.95828 2.562 0.419 4.244 -0.62
C 3.32264 1.55877 -0.52758 -1.728 -6.822 -5.284 -1.09
H 3.00613 2.33085 -0.14597 -2.724 8.186 3.721 0.85
H 5.37982 2.05144 -0.51995 -1.346 -1.051 -1.354 0.25
C 6.27822 -0.45751 -1.28345 2.480 0.694 -3.239 -1.00
N 7.17323 -0.11736 -0.14741 -0.875 4.519 -7.612 0.48
C 6.79349 -0.78521 0.87760 -5.233 -6.602 5.651 -0.02
C 7.53067 -0.43371 2.02129 1.781 0.013 8.310 -0.90
H 7.39131 -0.99991 3.03496 -0.682 -0.100 -2.186 0.33
O 8.93004 -0.59783 1.90541 0.137 1.093 -2.331 -0.32
C 9.27201 0.23241 0.80617 2.619 6.141 3.672 -0.73
C 8.60989 0.02938 -0.41418 -2.088 -6.526 -3.282 -0.40
H 8.86261 0.47531 -1.46600 -0.417 -0.414 2.574 0.33
H 8.87380 -1.18958 -0.41755 0.000 2.030 -1.359 0.28
H 10.36623 0.23335 0.69793 -0.391 -0.045 0.031 0.36
H 8.94502 1.48467 1.07783 1.083 -3.149 -0.060 0.20
H 7.34566 0.55031 2.53090 -0.014 0.074 -1.507 0.36
H 5.57205 -0.72537 1.35112 3.124 0.256 -2.080 0.16
H 6.91941 -2.00433 0.77861 -0.250 2.046 -0.143 0.13
H 6.40690 -1.63207 -1.62908 -0.443 2.686 1.058 0.23
H 6.64813 0.22655 -2.30373 -0.810 -1.984 2.873 0.26
H 4.30249 -2.03211 -1.85405 -1.781 3.622 1.657 0.04
H 1.87627 -1.46689 -1.45989 -0.298 1.695 0.925 0.30
H 0.38899 -0.08056 -0.82049 -1.107 3.426 1.391 0.29
S 0.79161 3.52985 0.07262 0.371 1.248 -0.141 -0.46
H -1.79158 2.71954 0.15159 2.335 -3.309 -0.957 0.26
H -3.79570 -0.74045 -1.55731 1.028 -1.286 -0.730 0.46
H -6.21675 -0.63146 -1.30460 -2.026 -2.365 -1.748 0.55
H -8.82152 -0.09949 1.77555 -0.363 1.603 2.657 0.41
H -9.79820 -1.20676 0.76466 2.148 1.611 0.148 0.30
H -7.97790 -2.39691 2.19067 0.228 1.590 -2.365 0.26
H -6.83310 -1.33048 1.39428 1.405 -0.597 -0.837 0.38
H -8.96546 -3.40392 -0.07761 2.029 1.132 1.450 0.28
H -7.84789 -2.43914 -0.90964 0.595 -0.094 0.058 0.27
H -7.18885 -3.56452 0.20459 2.714 -3.176 0.051 0.39
```
Forces are in eV/Å.

ORCA calculation (ωB97M-V with the def2-TZVPD basis set) on a structure of composition C4H9N3O at a distorted geometry.

E_tot: -10806.13929 eV
Kohn-Sham gap (alpha / beta): 7.49 / 7.49 eV
ΔE to the lowest compared entry with this formula, charge and spin: 610.0 kJ/mol

```
17
Properties=species:S:1:pos:R:3:forces:R:3:mulliken_charge:R:1
C -0.27598 -0.15126 1.79869 -0.184 0.054 -0.071 -1.46
N -0.30009 -0.53269 -1.13114 0.106 0.086 0.072 0.01
C 1.26606 -0.97421 -0.02345 0.772 0.622 -1.537 0.31
C 0.54921 0.12621 0.56848 0.825 0.111 1.161 1.29
N -0.66631 0.62803 -1.84547 0.456 -0.337 0.052 -0.65
N -1.38949 -1.27393 -0.65732 0.010 -0.213 -0.059 -0.54
C 1.19429 1.34808 0.41836 -0.248 -0.387 -0.234 -1.43
O 2.20472 -1.48713 -0.46584 -1.440 0.027 0.540 -0.34
H -0.15427 0.62681 -2.72520 -0.083 0.001 0.115 0.26
H -1.62590 -1.97767 -1.34884 -0.081 0.033 0.024 0.23
H -0.32278 1.44482 -1.31528 -0.010 0.021 0.177 0.32
H -2.20303 -0.67523 -0.51244 0.153 -0.014 -0.080 0.24
H -0.80820 0.75956 2.06971 0.015 -0.010 0.013 0.38
H 0.36041 -0.44676 2.63358 0.084 0.024 -0.038 0.31
H -0.98877 -0.95240 1.62565 -0.042 0.043 -0.047 0.44
H 1.93911 1.50958 -0.34794 0.081 -0.140 0.000 0.35
H 1.22102 2.02821 1.25845 -0.414 0.078 -0.091 0.28
```
Forces are in eV/Å.

ORCA calculation (ωB97M-V with the def2-TZVPD basis set) on a structure of composition C3H10CuNO5PS2Si2 at a distorted geometry.

E_tot: -106333.26279 eV
spin multiplicity: 2
Kohn-Sham gap (alpha / beta): 5.01 / 4.35 eV
expectation value of S²: 0.754
total charge: +2

```
25
Properties=species:S:1:pos:R:3:forces:R:3:mulliken_charge:R:1
O 0.58746 -2.86510 2.29322 2.019 1.896 -0.088 -0.25
N 1.36556 -2.11467 1.79575 -2.268 -2.045 2.381 0.18
O 1.25677 -2.33201 0.44354 0.641 0.802 -3.455 -0.20
C 1.98222 -1.34816 -0.32366 1.521 -0.905 -0.251 -0.30
Si 1.25076 0.42945 -0.30864 -2.951 0.984 1.046 0.61
S 0.51161 0.87233 -2.27281 -0.013 0.343 0.135 -0.31
O 0.18917 0.78594 0.98173 1.409 -1.248 -2.690 -0.15
Si -1.39612 0.06752 0.83500 -0.937 0.823 0.635 0.28
C -2.51325 0.81887 -0.52133 -0.669 -1.409 -1.161 -0.23
C -4.03706 0.55995 -0.06396 -1.727 2.519 1.613 0.18
O -4.70888 1.50431 0.36358 2.213 -3.018 -1.632 -0.44
O -4.61590 -0.74653 -0.11602 2.009 1.347 0.526 -0.44
P 3.01275 1.80744 -0.00541 1.353 0.325 -0.262 0.07
S 3.05457 2.33780 1.90855 -0.138 0.269 0.842 0.08
H 2.06426 -1.66722 -1.44448 -0.627 0.156 1.406 0.31
H 3.05733 -1.30737 0.09245 -0.930 0.187 -0.222 0.31
H -0.09115 2.14169 -2.23322 0.727 -1.163 0.505 0.26
H -1.18882 -1.38859 0.67236 0.092 0.144 -0.237 -0.08
H -2.07873 0.33081 2.12234 0.356 -0.056 -0.091 -0.05
H -2.37200 0.18949 -1.47848 -0.127 1.077 1.301 0.31
H -2.31469 1.91764 -0.74555 -0.617 -1.431 0.498 0.31
H -4.21250 -1.29620 0.60174 -0.496 0.456 -0.809 0.34
H 3.00891 2.91770 -0.90510 0.103 -0.571 0.199 0.23
H 4.22339 1.03378 -0.20391 -0.736 0.626 -0.316 0.15
Cu 3.96434 -2.64889 -1.48769 -0.208 -0.109 0.127 0.82
```
Forces are in eV/Å.

ORCA calculation (ωB97M-V with the def2-TZVPD basis set) on the ion C4H9N2O2 with charge -1 at a distorted geometry.

E_tot: -11370.28225 eV
SMILES: C[C@H](N)CNC(=O)[O-]
Kohn-Sham gap: 7.73 eV
ΔE to the lowest compared entry with this formula, charge and spin: 85.2 kJ/mol
total charge: -1

```
17
Properties=species:S:1:pos:R:3:forces:R:3:mulliken_charge:R:1
C -0.03866 0.72858 0.43310 -1.128 2.616 0.370 -0.73
N 0.49377 1.37952 -0.73519 -0.413 -0.592 0.990 -0.11
C -0.33420 1.86345 -1.75863 0.375 0.294 -1.559 0.54
O 0.29285 2.56445 -2.60546 -0.499 -0.193 0.286 -0.82
O -1.53345 1.49660 -1.76352 0.042 0.238 0.276 -0.74
C 0.47659 -0.65024 0.60779 1.360 -0.619 1.503 0.67
C -0.22624 -1.61975 -0.29548 2.191 -0.135 -3.793 -1.43
N 0.28721 -1.17202 1.99327 -0.032 1.406 1.566 -0.71
H 0.15957 1.35242 1.37346 0.082 -0.707 -0.782 0.20
H -1.16711 0.82134 0.28970 1.312 -0.607 0.140 0.30
H 1.47447 1.53642 -0.85446 0.120 0.190 0.113 0.18
H 1.67270 -0.57226 0.49995 -2.557 -0.536 -0.342 0.09
H -1.29497 -1.51200 -0.41034 -0.512 -0.399 1.267 0.38
H -0.04432 -1.34092 -1.42057 0.438 -0.371 1.854 0.33
H 0.25851 -2.61800 -0.15575 -1.152 0.410 -0.105 0.36
H -0.46218 -1.82036 2.12736 -0.425 -0.664 -0.769 0.26
H -0.01455 -0.43724 2.67476 0.799 -0.332 -1.015 0.22
```
Forces are in eV/Å.